Here is a 2-piece molecular cluster, C8H16N3 overall from the Open Molecules 2025 dataset. Energies are from ωB97M-V with the def2-TZVPD basis set.

Geometry (Å):
C -1.80192 -3.39081 1.56708
C 2.68176 2.52493 -0.51047
C -1.15571 -2.37275 2.05642
C 3.13270 1.89022 0.58010
C -0.36579 -0.09120 1.36193
C 0.78921 -0.80531 -1.45668
C -1.89635 1.66010 -1.09754
C -0.47106 -0.15829 -1.65914
N -0.96006 -1.26528 1.20583
N -0.43032 0.84288 0.50001
N -0.91148 0.65806 -0.74757
H -2.04156 -4.34391 1.82491
H -1.97795 -3.27857 0.52008
H 2.81849 2.18026 -1.53718
H 1.97930 3.36418 -0.32564
H -0.99637 -1.96387 3.10745
H 4.00776 1.19554 0.55345
H 0.13970 0.04938 2.31568
H 0.86131 -1.88596 -1.29981
H 1.32122 -0.62529 -2.31220
H 1.12941 -0.28385 -0.54810
H -1.42498 2.49536 -1.41236
H -2.66579 1.24177 -1.77463
H -2.55970 1.82540 -0.13598
H -0.85820 -0.23057 -2.61031
H 2.89005 2.11789 1.61317
H -1.23368 -1.35031 0.22147

Forces on atoms 1 to 6 (eV/Å):
C 0.652 0.957 -1.873
C -1.152 -0.044 1.303
C -0.020 2.691 2.595
C 1.693 -0.336 -0.535
C -0.521 -1.521 1.401
C -0.180 -0.912 3.229

## Properties
- Total charge: +1
- LUMO level: -4.2 eV
- Energy: -13014.6281 eV
- Gap between HOMO and LUMO: 8.44 eV
- Relative energy (zero: lowest compared OMol25 entry of this formula, charge and spin): 463.1 kJ/mol

---

Here is a 2-piece molecular cluster, C8H16N3O2 overall from the Open Molecules 2025 dataset. Energies are from ωB97M-V with the def2-TZVPD basis set.

Geometry (Å):
C -0.04696 1.04740 -1.19449
C 0.42259 0.28692 1.33339
C -1.30178 0.59130 -1.67219
C -1.40277 0.51866 -3.14585
C 2.13549 -1.35012 0.44609
C 2.05400 -0.84707 2.85341
C -3.39819 -0.41444 -1.05117
C 1.18944 -0.99817 1.57253
N -2.19641 0.29697 -0.85944
N 0.98237 1.53268 -1.40650
N 1.04324 1.39848 1.62933
O -0.77803 0.23592 1.07443
O 2.07612 1.96002 -1.34065
H -1.46572 1.59202 -3.45534
H -2.36170 0.19278 -3.53538
H -0.63193 -0.01929 -3.55702
H 1.72858 -1.57193 -0.60904
H 2.87835 -0.48607 0.31365
H 2.71707 -2.21283 0.66307
H 2.17677 -1.75764 3.28147
H 1.41483 -0.34195 3.60498
H 3.10834 -0.36946 2.68230
H -3.26892 -1.48555 -1.22228
H -3.94393 -0.12689 -1.94320
H -4.07418 -0.32602 -0.26255
H 0.48092 -1.80003 1.87124
H 0.58328 2.25346 1.65411
H -2.08421 0.53098 0.13861
H 1.96334 1.66987 2.13649

Forces on atoms 1 to 6 (eV/Å):
C -1.301 0.047 -0.536
C 0.058 -2.279 1.880
C 1.750 0.277 -1.576
C -2.839 2.157 0.373
C 0.401 1.294 -2.577
C 0.174 3.235 -0.883

## Properties
- Total charge: +1
- LUMO level: -4.5 eV
- Energy: -17110.4980 eV
- Gap between HOMO and LUMO: 9.15 eV
- Relative energy (zero: lowest compared OMol25 entry of this formula, charge and spin): 374.6 kJ/mol

---

Here is C8H16N3O6RhS as an isolated structure from the Open Molecules 2025 dataset. Energies are from ωB97M-V with the def2-TZVPD basis set.

Geometry (Å):
Rh -0.90830 -0.80044 -0.24967
C 3.29807 -1.68580 1.06499
C 1.81877 -1.74329 0.79383
N 1.30858 -1.40888 -0.33300
O 2.20900 -0.91174 -1.28602
C 0.91308 -2.18255 1.83826
C 1.42437 -2.88875 3.06162
N -0.37909 -1.96150 1.66947
O -1.20365 -2.34171 2.55448
H 3.78654 -1.04859 0.33331
H 3.73551 -2.68573 1.00621
H 3.47435 -1.30312 2.07070
H 1.59790 -0.69201 -2.00151
H 2.19483 -3.62544 2.81466
H 0.57651 -3.39421 3.52307
H 1.84332 -2.20120 3.80701
C -0.34289 3.41192 0.50396
C -0.87450 2.29585 -0.41219
C -0.13500 2.32766 -1.76265
C -2.37830 2.50203 -0.66755
N -0.68467 1.03119 0.21963
H -0.49575 4.39912 0.05365
H 0.72560 3.27104 0.68710
H -0.86260 3.37587 1.46385
H -0.23707 3.30275 -2.25246
H -0.55559 1.55048 -2.40623
H 0.92889 2.13064 -1.59627
H -2.55461 3.45052 -1.18729
H -2.91815 2.51071 0.28239
H -2.75316 1.67220 -1.26951
O -3.46984 -2.05702 -3.30776
S -2.54244 -1.26655 -2.49929
O -1.38038 -2.14418 -2.02123
O -3.17928 -0.75977 -1.23708
O -1.98005 -0.12944 -3.25846

Forces on atoms 1 to 6 (eV/Å):
Rh -0.074 -0.370 -0.047
C -0.106 0.001 -0.007
C 0.062 -0.007 -0.095
N -0.162 0.043 0.029
O 0.025 -0.008 -0.024
C 0.000 -0.115 0.193

## Properties
- Total charge: -2
- LUMO level (alpha / beta): 5.1 / 5.1 eV
- Energy: -39149.8681 eV
- Multiplicity: 5
- Gap between HOMO and LUMO (alpha / beta): 5.79 / 6.63 eV
- Relative energy (zero: lowest compared OMol25 entry of this formula, charge and spin): 47.1 kJ/mol

---

Here is C8H16N4 as an isolated structure from the Open Molecules 2025 dataset. Energies are from ωB97M-V with the def2-TZVPD basis set.

Geometry (Å):
C 2.45944 1.55522 -2.45740
C 1.21363 0.97735 -3.00437
C 0.98143 -0.52621 -2.48151
C 0.68776 -0.46656 -1.01369
C -0.23139 -0.39982 1.12423
C -0.57579 0.16102 2.46101
C -2.11468 0.34409 2.88381
C -2.81168 -0.91907 2.70180
H 3.32191 0.73703 -2.07030
H 2.86391 2.28866 -3.21536
H 2.01676 2.24146 -1.54477
H 0.32316 1.56849 -2.52621
H 0.93676 1.36528 -4.34440
H 0.17605 -0.75269 -3.00595
H 1.81671 -1.26113 -2.75683
H 1.60789 0.26349 -0.61226
H 1.82208 -2.29611 -0.18816
H -0.04189 1.01749 2.67288
H -0.20343 -0.48223 3.26678
H -2.15909 0.63098 3.97905
H -2.33087 1.19589 2.10857
H -3.91910 -1.20374 3.01347
H -2.80709 -1.42436 1.78042
H -2.20812 -1.58782 3.20538
N 0.58815 -1.76136 -0.29969
N 0.54651 -1.40558 1.09136
N -1.31868 -0.03601 0.14181
N -0.64033 0.17623 -0.90966

Forces on atoms 1 to 6 (eV/Å):
C 1.684 1.777 2.083
C -3.331 0.398 -1.779
C 3.767 1.537 -0.654
C 2.500 1.216 0.483
C -4.122 -1.206 3.997
C -1.398 -1.764 2.371

## Properties
- Total charge: 0
- LUMO level: -0.2 eV
- Energy: -14507.0101 eV
- Gap between HOMO and LUMO: 8.85 eV
- Relative energy (zero: lowest compared OMol25 entry of this formula, charge and spin): 685.6 kJ/mol

---

Here is a 2-piece molecular cluster, C8H16NO2Se overall from the Open Molecules 2025 dataset. Energies are from ωB97M-V with the def2-TZVPD basis set.

Geometry (Å):
C -1.69936 -0.46323 -2.04555
C 0.68915 0.29165 -2.15297
C -0.64212 0.44905 -1.43800
C 0.28484 -1.32721 -0.00382
C -1.08789 2.37810 1.66508
C 3.90914 -2.42140 1.17861
C -2.11612 1.38047 1.13949
C -1.53711 -0.01181 0.90242
N -0.37434 -0.02495 -0.01488
O -1.41386 -1.52787 -2.50850
O 3.64799 -1.39086 0.40882
Se 1.49345 -1.38923 -1.44093
H -2.73494 -0.09340 -1.98236
H 0.57236 0.17053 -3.22770
H 1.36456 1.12474 -1.95138
H -0.97952 1.48622 -1.41291
H -0.41988 -2.15276 -0.02294
H -1.59676 3.28103 1.98636
H -0.55858 1.97053 2.52420
H -0.36336 2.66961 0.90722
H 4.72393 -3.09633 0.98426
H 3.19863 -2.61428 1.96352
H -2.58367 1.76784 0.23294
H -2.90861 1.26721 1.88079
H -1.18185 -0.42326 1.84997
H -2.29801 -0.68706 0.50668
H 0.30129 0.64985 0.36237
H 4.31065 -1.26318 -0.29079

Forces on atoms 1 to 6 (eV/Å):
C -0.342 0.022 0.195
C 0.382 -0.133 0.120
C 0.507 -0.204 -0.259
C 0.680 -0.577 -1.363
C -0.239 -0.169 0.006
C 0.159 -1.525 1.106

## Properties
- Total charge: +1
- LUMO level (alpha / beta): -5.1 / -3.3 eV
- Energy: -79475.3179 eV
- Gap between HOMO and LUMO (alpha / beta): 4.67 / 8.65 eV
- Relative energy (zero: lowest compared OMol25 entry of this formula, charge and spin): 151.9 kJ/mol

---

Here is a 2-piece molecular cluster, C8H16NO4P overall from the Open Molecules 2025 dataset. Energies are from ωB97M-V with the def2-TZVPD basis set.

Geometry (Å):
C -2.59423 0.82885 -0.31737
C -1.52322 -0.71475 1.21604
C -1.24233 0.63392 0.45075
C -3.33307 -0.56954 -0.16356
C 4.12670 0.73846 0.91775
C -0.10529 0.34453 -1.77532
C 3.10847 0.56495 -0.20869
C 0.04607 0.58321 -0.32988
N 1.47484 -1.82419 -0.30215
O 1.95299 -1.95645 0.80562
O 1.21260 -2.66057 -1.12287
O -2.39323 -1.48769 0.35048
O -4.40212 -0.42029 0.70066
P 1.43696 0.42443 0.70058
H -3.25099 1.56138 0.01470
H -2.50658 1.03057 -1.44419
H -0.78419 -1.38529 1.39650
H -2.22071 -0.41736 2.02285
H -1.04740 1.34152 1.35514
H -3.61284 -1.15881 -1.10212
H 4.10140 1.69473 1.36644
H 3.98912 -0.02907 1.64601
H 5.00924 0.61891 0.30691
H -0.55654 -0.63161 -1.94709
H 0.74687 0.23877 -2.50556
H -0.79487 0.88192 -2.42086
H 3.55845 -0.22449 -0.92843
H 2.93264 1.53816 -0.72780
H -4.95964 -1.24311 0.71299
H 1.63088 1.69892 1.33247

Forces on atoms 1 to 6 (eV/Å):
C 0.762 -2.360 -2.216
C -4.336 1.406 -1.477
C 0.138 0.485 1.651
C 0.641 -1.411 -1.413
C -0.092 -0.409 -1.804
C 1.138 -1.593 -2.567

## Properties
- Total charge: 0
- LUMO level (alpha / beta): -1.3 / -1.3 eV
- Energy: -27516.6612 eV
- Gap between HOMO and LUMO (alpha / beta): 6.42 / 6.42 eV
- Relative energy (zero: lowest compared OMol25 entry of this formula, charge and spin): 725.4 kJ/mol

---

Which value of total charge does entry 4 give? 0

---

Among the records above, which one has the lowest total charge? C8H16N3O6RhS

---

Repeat the fourth record exactly.
Here is C8H16N4 as an isolated structure from the Open Molecules 2025 dataset. Energies are from ωB97M-V with the def2-TZVPD basis set.

Geometry (Å):
C 2.45944 1.55522 -2.45740
C 1.21363 0.97735 -3.00437
C 0.98143 -0.52621 -2.48151
C 0.68776 -0.46656 -1.01369
C -0.23139 -0.39982 1.12423
C -0.57579 0.16102 2.46101
C -2.11468 0.34409 2.88381
C -2.81168 -0.91907 2.70180
H 3.32191 0.73703 -2.07030
H 2.86391 2.28866 -3.21536
H 2.01676 2.24146 -1.54477
H 0.32316 1.56849 -2.52621
H 0.93676 1.36528 -4.34440
H 0.17605 -0.75269 -3.00595
H 1.81671 -1.26113 -2.75683
H 1.60789 0.26349 -0.61226
H 1.82208 -2.29611 -0.18816
H -0.04189 1.01749 2.67288
H -0.20343 -0.48223 3.26678
H -2.15909 0.63098 3.97905
H -2.33087 1.19589 2.10857
H -3.91910 -1.20374 3.01347
H -2.80709 -1.42436 1.78042
H -2.20812 -1.58782 3.20538
N 0.58815 -1.76136 -0.29969
N 0.54651 -1.40558 1.09136
N -1.31868 -0.03601 0.14181
N -0.64033 0.17623 -0.90966

Forces on atoms 1 to 6 (eV/Å):
C 1.684 1.777 2.083
C -3.331 0.398 -1.779
C 3.767 1.537 -0.654
C 2.500 1.216 0.483
C -4.122 -1.206 3.997
C -1.398 -1.764 2.371

## Properties
- Total charge: 0
- LUMO level: -0.2 eV
- Energy: -14507.0101 eV
- Gap between HOMO and LUMO: 8.85 eV
- Relative energy (zero: lowest compared OMol25 entry of this formula, charge and spin): 685.6 kJ/mol

---

Please write out number 6 again, unchanged.
Here is a 2-piece molecular cluster, C8H16NO4P overall from the Open Molecules 2025 dataset. Energies are from ωB97M-V with the def2-TZVPD basis set.

Geometry (Å):
C -2.59423 0.82885 -0.31737
C -1.52322 -0.71475 1.21604
C -1.24233 0.63392 0.45075
C -3.33307 -0.56954 -0.16356
C 4.12670 0.73846 0.91775
C -0.10529 0.34453 -1.77532
C 3.10847 0.56495 -0.20869
C 0.04607 0.58321 -0.32988
N 1.47484 -1.82419 -0.30215
O 1.95299 -1.95645 0.80562
O 1.21260 -2.66057 -1.12287
O -2.39323 -1.48769 0.35048
O -4.40212 -0.42029 0.70066
P 1.43696 0.42443 0.70058
H -3.25099 1.56138 0.01470
H -2.50658 1.03057 -1.44419
H -0.78419 -1.38529 1.39650
H -2.22071 -0.41736 2.02285
H -1.04740 1.34152 1.35514
H -3.61284 -1.15881 -1.10212
H 4.10140 1.69473 1.36644
H 3.98912 -0.02907 1.64601
H 5.00924 0.61891 0.30691
H -0.55654 -0.63161 -1.94709
H 0.74687 0.23877 -2.50556
H -0.79487 0.88192 -2.42086
H 3.55845 -0.22449 -0.92843
H 2.93264 1.53816 -0.72780
H -4.95964 -1.24311 0.71299
H 1.63088 1.69892 1.33247

Forces on atoms 1 to 6 (eV/Å):
C 0.762 -2.360 -2.216
C -4.336 1.406 -1.477
C 0.138 0.485 1.651
C 0.641 -1.411 -1.413
C -0.092 -0.409 -1.804
C 1.138 -1.593 -2.567

## Properties
- Total charge: 0
- LUMO level (alpha / beta): -1.3 / -1.3 eV
- Energy: -27516.6612 eV
- Gap between HOMO and LUMO (alpha / beta): 6.42 / 6.42 eV
- Relative energy (zero: lowest compared OMol25 entry of this formula, charge and spin): 725.4 kJ/mol